Record 1
DFT (ωB97M-V/def2-TZVPD) results for a 2-piece molecular cluster, C5H12N2O3S overall at a distorted geometry.

As for the net charge: 0. The value obtained for the LUMO energy (alpha / beta) is -1.839 / -1.840 eV. For the highest occupied orbital energy (alpha / beta), the calculation gives -7.33 / -7.33 eV.

Structure (XYZ):
```
23
C5H12N2O3S (ωB97M-V/def2-TZVPD)
C 0.75 -0.85 -1.63
C -0.12 -2.44 0.35
C -1.87 2.12 -0.02
H -0.36 -0.90 -1.89
H -1.32 2.36 0.82
N 0.40 -1.11 0.69
H -1.01 -2.17 -0.38
H 2.60 1.61 1.79
H 1.98 0.02 1.92
H 0.82 1.35 1.95
N 0.95 -0.43 -0.29
H 0.58 -2.98 -0.40
C 1.57 0.83 0.08
H 0.88 -1.89 -1.75
H -2.59 2.85 -0.22
O -2.15 -0.11 -1.16
S -2.59 0.37 0.17
H -1.24 2.15 -0.98
H -0.40 -2.86 1.23
O -1.80 -0.19 1.30
C 1.75 1.00 1.57
O 1.76 1.52 -0.90
H 1.40 -0.24 -2.26
```

---

Record 2
DFT (ωB97M-V/def2-TZVPD) results for a single C5H12N2S molecule at a distorted geometry.

As for the net charge: 0. The structure (SMILES) is CN[C@H]1C[C@H](S)[C@H]1N. The value obtained for the LUMO energy is 0.941 eV. For the highest occupied orbital energy, the calculation gives -8.82 eV.

Structure (XYZ):
```
20
C5H12N2S (ωB97M-V/def2-TZVPD)
C -1.52 -0.19 -0.51
H -1.18 0.34 1.65
N 0.26 -0.11 -2.30
C 1.58 1.32 1.60
H 1.12 -0.56 -2.57
H -1.22 -1.35 1.33
H -0.26 -1.75 -1.22
H 1.13 -1.15 0.69
H -1.63 0.92 -0.77
C -0.96 -0.40 0.92
C -0.23 -0.72 -1.07
H 2.05 2.29 1.50
N 1.04 0.92 0.30
H 0.45 0.87 -2.12
C 0.46 -0.40 0.30
H 0.77 1.53 2.28
H -2.87 -2.19 -0.63
H 1.83 0.91 -0.36
S -3.10 -0.91 -0.99
H 2.27 0.62 2.00
```

---

Record 3
DFT (ωB97M-V/def2-TZVPD) results for an isolated ion of composition C5H12N3 and charge +1 at a distorted geometry.

As for the net charge: +1. The structure (SMILES) is C/C=N/[N+](CC)=N\C. The value obtained for the LUMO energy is -4.217 eV. For the highest occupied orbital energy, the calculation gives -14.62 eV.

Structure (XYZ):
```
20
C5H12N3 (ωB97M-V/def2-TZVPD)
N -0.15 -1.52 0.63
H 2.34 -0.92 2.29
C -1.34 -2.25 0.30
H -1.06 1.33 -2.84
H 2.22 -0.81 -0.20
C 2.25 -0.01 1.81
H -1.18 2.89 -2.11
H 1.96 0.99 -0.04
H 3.26 0.34 1.50
H -1.41 1.70 0.33
C -1.16 1.35 -0.68
H -1.70 -2.67 1.21
H -2.20 -1.70 -0.04
N -0.42 0.31 -0.70
H 1.76 0.71 2.32
C -1.54 1.85 -2.01
C 1.74 -0.01 0.43
H -0.85 -3.17 -0.28
H -2.67 1.98 -2.13
N 0.16 -0.41 0.21
```

---

Record 4
DFT (ωB97M-V/def2-TZVPD) results for a 2-piece molecular cluster, C5H12N3O overall at a distorted geometry.

As for the net charge: +1. The value obtained for the LUMO energy (alpha / beta) is -5.073 / -5.074 eV. For the highest occupied orbital energy (alpha / beta), the calculation gives -12.64 / -12.64 eV.

Structure (XYZ):
```
21
C5H12N3O (ωB97M-V/def2-TZVPD)
H 0.27 1.86 -1.18
H 0.06 1.80 1.23
H -0.38 0.30 2.05
H -0.07 0.41 -2.13
H 0.16 -2.94 -0.82
C -0.95 -1.15 -0.14
C -0.56 0.91 1.16
N -0.21 0.14 -0.04
H -1.41 1.29 -1.35
H -0.02 -2.85 0.93
H 2.79 2.09 0.21
C 1.21 -0.34 0.08
H 3.43 -0.90 0.08
N 2.24 0.65 -0.04
N 1.39 -1.58 0.15
C 0.13 -2.25 0.03
H -1.43 -1.22 -1.11
C -0.37 0.97 -1.25
O 3.51 0.07 0.09
H -1.71 -1.20 0.63
H -1.61 1.20 1.13
```

---

Record 5
DFT (ωB97M-V/def2-TZVPD) results for a single C5H12N4 molecule at a distorted geometry.

As for the net charge: 0. The value obtained for the LUMO energy (alpha / beta) is 0.895 / 0.895 eV. For the highest occupied orbital energy (alpha / beta), the calculation gives -7.77 / -7.77 eV.

Structure (XYZ):
```
21
C5H12N4 (ωB97M-V/def2-TZVPD)
H -0.49 -0.52 1.93
N 2.66 -1.18 -0.42
H -1.32 1.14 -1.75
H -0.73 -1.08 -1.70
C -0.41 0.27 -0.06
H -0.88 -1.99 0.08
C 1.03 0.28 -0.60
N 1.91 1.20 -0.20
H 0.57 1.03 1.64
N 3.13 0.98 0.11
C -1.23 1.33 -0.73
H 2.81 -2.10 -0.01
H 1.29 -0.15 -1.57
H -2.06 -0.76 -0.58
H -0.87 2.25 -0.78
H -2.16 1.46 -0.34
C -0.40 0.52 1.48
H -1.22 1.24 1.88
H 4.16 -0.38 0.86
C -1.06 -1.05 -0.62
N 3.49 -0.30 0.11
```

---

Record 6
DFT (ωB97M-V/def2-TZVPD) results for C5H12N4 as an isolated structure at a distorted geometry.

As for the net charge: 0. The value obtained for the LUMO energy is 0.711 eV. For the highest occupied orbital energy, the calculation gives -7.20 eV.

Structure (XYZ):
```
21
C5H12N4 (ωB97M-V/def2-TZVPD)
H 1.41 2.29 -0.20
H 0.87 -2.63 -0.79
N -0.37 -0.80 2.45
H -2.09 -0.65 0.24
C 0.46 0.94 0.99
C -0.25 -0.89 -0.32
N 0.03 0.85 -0.54
H 1.68 -1.10 -1.22
H -0.11 1.71 1.51
H -1.23 -1.21 2.09
C 0.52 -0.45 1.39
C -0.71 1.74 -1.42
C 0.73 -1.63 -1.18
H 1.53 -0.87 1.39
H -0.84 2.72 -0.94
H 0.33 -1.72 -2.20
N 1.36 1.27 -0.09
H -1.68 1.29 -1.62
H 0.05 -1.45 3.11
H -0.18 1.87 -2.37
N -1.48 -1.29 -0.28
```

---

Record 7
DFT (ωB97M-V/def2-TZVPD) results for a single C5H12N4 molecule at a distorted geometry.

As for the net charge: 0. The value obtained for the LUMO energy (alpha / beta) is 0.660 / 0.661 eV. For the highest occupied orbital energy (alpha / beta), the calculation gives -7.61 / -7.61 eV.

Structure (XYZ):
```
21
C5H12N4 (ωB97M-V/def2-TZVPD)
H 2.73 1.06 1.95
N 0.20 0.01 -0.37
H -1.32 -2.70 -1.41
H -0.17 1.25 1.51
C 0.72 1.94 1.63
H 0.70 2.48 2.57
C 2.00 1.29 1.21
H -1.22 -0.37 -1.77
C -0.89 -0.77 -0.78
H -2.14 0.24 0.63
H 0.37 2.72 0.84
H -0.19 -2.71 0.00
N 2.46 1.13 0.05
H 0.52 -2.23 -1.58
N 1.96 1.17 -1.13
C -0.43 -2.29 -0.95
N 0.80 0.66 -1.31
H 0.51 0.29 -2.31
H -1.50 -1.22 1.07
C -2.04 -0.79 0.26
H -3.07 -1.17 -0.11
```

---

Record 8
DFT (ωB97M-V/def2-TZVPD) results for an isolated ion of composition C5H12N4O and charge +2 at a distorted geometry.

As for the expectation value of S²: 2.02. As for the net charge: +2. The value obtained for the LUMO energy (alpha / beta) is -6.665 / -9.576 eV. For the highest occupied orbital energy (alpha / beta), the calculation gives -14.51 / -16.74 eV. The multiplicity is 3.

Structure (XYZ):
```
22
C5H12N4O (ωB97M-V/def2-TZVPD)
H -2.63 1.74 -2.19
C -2.78 -0.02 -0.34
C 1.03 -0.18 0.05
C -1.84 -0.08 -1.46
H 0.97 -0.65 -0.82
H 0.88 -0.03 2.64
N -1.77 1.18 -2.33
H -4.84 -0.51 -0.07
C -3.93 -0.42 0.49
H 1.24 -1.92 1.15
H 2.51 0.43 2.48
H 2.22 -1.08 3.25
N 1.86 -0.38 2.47
H -1.62 0.87 -3.26
H 1.49 0.80 -0.12
N -1.40 0.07 -0.02
H 2.80 -0.99 0.75
N -0.28 0.03 0.61
C 1.81 -0.98 1.08
O -3.78 -0.79 1.61
H -1.08 1.89 -1.93
H -1.61 -0.93 -1.98
```

---

Record 9
DFT (ωB97M-V/def2-TZVPD) results for a single C5H12N4OS molecule at a distorted geometry.

As for the net charge: 0. The structure (SMILES) is [H]/N=C(\N)N1CCCCN=[S@@H]1=O. The value obtained for the LUMO energy (alpha / beta) is -0.297 / -0.296 eV. For the highest occupied orbital energy (alpha / beta), the calculation gives -9.33 / -9.33 eV.

Structure (XYZ):
```
23
C5H12N4OS (ωB97M-V/def2-TZVPD)
C 0.37 -1.55 1.49
O -2.20 -2.39 -0.40
H 1.67 1.13 -0.17
S -0.85 -0.97 -0.80
H 0.72 2.89 -1.70
N 0.01 -2.81 1.12
H -0.89 -2.88 0.60
N 1.11 -1.16 2.44
C 0.07 2.19 -1.18
H 0.59 0.52 -2.46
C -0.11 0.84 1.00
H 0.18 -3.52 1.81
N -1.32 0.19 -1.64
H -0.74 1.53 -3.07
H 1.44 -1.91 3.05
H -0.84 2.72 -0.90
C -0.31 1.08 -2.17
H 1.09 2.57 0.65
N -0.10 -0.56 0.61
C 0.77 1.70 0.08
H -1.14 1.21 0.97
H 0.22 -1.69 -1.38
H 0.27 0.86 2.02
```

---

Record 10
DFT (ωB97M-V/def2-TZVPD) results for a 2-piece molecular cluster, C5H12N5 overall at a distorted geometry.

As for the net charge: +1. The value obtained for the LUMO energy is -2.928 eV. For the highest occupied orbital energy, the calculation gives -12.74 eV.

Structure (XYZ):
```
22
C5H12N5 (ωB97M-V/def2-TZVPD)
N -1.02 0.33 -1.29
N -1.38 1.77 1.41
H 1.02 0.57 -2.86
H 1.31 -1.33 2.60
C 0.19 0.29 -0.95
C -2.24 1.92 2.14
H -2.87 2.07 3.00
H 3.25 0.87 -2.31
N 2.55 0.59 -1.64
H -1.28 0.85 -2.09
H -1.47 -2.48 -0.01
H -0.37 -2.23 2.70
N 0.69 -0.30 0.18
N -1.34 -1.57 0.52
C -0.11 -1.13 1.01
H -1.61 -0.35 -0.89
C 1.20 0.97 -1.87
H 1.69 -0.40 0.22
H -2.11 -1.53 1.13
C 0.35 -1.59 2.19
H 1.05 2.05 -1.92
H 2.96 0.67 -0.72
```

---

Record 11
DFT (ωB97M-V/def2-TZVPD) results for an isolated ion of composition C5H12NO and charge -1 at a distorted geometry.

As for the net charge: -1. The structure (SMILES) is CCCCNC[O-]. The value obtained for the LUMO energy is 3.816 eV. For the highest occupied orbital energy, the calculation gives -2.64 eV.

Structure (XYZ):
```
19
C5H12NO (ωB97M-V/def2-TZVPD)
H 1.53 1.52 0.37
H 2.02 1.39 2.63
H -2.21 -1.62 -1.33
C 0.95 0.60 0.24
H 1.44 0.07 -0.57
C -1.24 -1.09 -1.46
H -0.41 -1.79 -1.16
H 3.04 0.06 1.91
C -0.45 0.99 -0.27
C 2.13 0.33 2.44
H -2.29 0.13 -0.39
N -1.34 -0.15 -0.15
O -1.04 -0.46 -2.58
H 0.02 0.14 2.11
C 0.93 -0.14 1.58
H 2.17 -0.16 3.42
H -0.78 1.71 0.50
H -0.39 1.38 -1.28
H 0.97 -1.22 1.42
```

---

Record 12
DFT (ωB97M-V/def2-TZVPD) results for C5H12NO as an isolated structure at a distorted geometry.

As for the net charge: -1. The value obtained for the LUMO energy is 2.928 eV. For the highest occupied orbital energy, the calculation gives -2.28 eV.

Structure (XYZ):
```
19
C5H12NO (ωB97M-V/def2-TZVPD)
H 0.77 0.53 -3.00
C -0.02 -0.71 1.27
H -1.58 -1.95 2.11
H 0.75 -1.15 1.92
H -0.09 1.25 -1.01
H 0.05 1.24 2.02
C 1.54 -0.25 -3.07
N 1.51 -1.48 -2.73
H 1.55 -0.83 -1.78
C -0.64 1.38 -0.08
H 0.09 -1.31 0.35
H -1.09 2.36 0.09
H -2.16 -0.79 0.96
C 0.22 0.78 1.05
C -1.47 -0.86 1.85
H -1.50 0.72 -0.16
H 1.25 0.95 0.70
O -1.72 -0.04 2.88
H 2.54 0.15 -3.36
```

---

Electronic energy? In order: -930.964071; -705.369127; -361.584041; -436.777637; -416.528781; -416.554416; -416.550713; -491.092934; -889.984939; -471.221979; -327.676303; -327.526791 hartree.
Energy relative to the best compared isomer or geometry (same formula, charge and spin)? In order: 472.5; 62.2; 483.3; 659.4; 568.9; 501.6; 511.3; 258.1; 230.0; 227.5; 51.8; 444.4 kJ/mol.